1.
# C45H33N8O4RhS3

A molecular structure, C45H33N8O4RhS3 at a distorted geometry (ωB97M-V with the def2-TZVPD basis set, the OMol25 dataset).

Each line ends with the Löwdin spin population.
Atoms and positions in Å:
Rh (-1.327, 0.607, 2.413)  1.68
N (-0.585, -0.824, 1.402)  0.41
S (-0.328, -1.388, 0.039)  0.10
N (1.048, -1.033, -0.653)  0.05
S (1.261, 0.066, -1.826)  0.04
N (0.486, 1.313, -1.887)  0.18
S (0.276, 2.377, 0.233)  0.25
N (-0.916, 1.769, 0.942)  0.43
C (1.818, 2.285, 1.215)  0.04
C (1.896, 1.592, 2.405)  0.02
C (3.103, 1.550, 3.084)  0.00
C (4.219, 2.181, 2.556)  0.01
C (4.133, 2.856, 1.348)  0.00
C (2.926, 2.912, 0.672)  0.01
C (0.001, 4.185, 0.371)  0.09
C (0.321, 4.898, 1.510)  0.01
C (0.019, 6.251, 1.559)  0.01
C (-0.607, 6.863, 0.485)  0.00
C (-0.920, 6.135, -0.653)  0.00
C (-0.613, 4.786, -0.712)  0.00
C (1.083, -0.856, -3.387)  0.03
C (1.643, -2.105, -3.563)  0.00
C (1.535, -2.712, -4.805)  0.00
C (0.872, -2.067, -5.838)  0.00
C (0.289, -0.825, -5.638)  0.00
C (0.395, -0.217, -4.399)  0.00
C (3.054, 0.267, -1.685)  0.00
C (3.856, -0.725, -1.157)  0.00
C (5.210, -0.483, -0.999)  0.00
C (5.742, 0.746, -1.359)  0.00
C (4.929, 1.734, -1.893)  0.00
C (3.576, 1.490, -2.061)  0.00
C (-1.589, -1.161, -1.250)  0.01
C (-2.368, -0.021, -1.251)  0.01
C (-3.180, 0.227, -2.346)  0.00
C (-3.213, -0.667, -3.404)  0.00
C (-2.433, -1.813, -3.382)  0.00
C (-1.602, -2.057, -2.302)  0.00
C (-0.164, -3.156, 0.318)  0.01
C (1.101, -3.679, 0.519)  0.00
C (1.235, -4.997, 0.921)  0.00
C (0.103, -5.771, 1.129)  0.01
C (-1.162, -5.241, 0.921)  0.00
C (-1.299, -3.923, 0.515)  0.01
H (1.009, 1.096, 2.815)  0.01
H (3.165, 1.021, 4.022)  0.00
H (5.156, 2.149, 3.092)  0.00
H (5.005, 3.333, 0.925)  0.00
H (2.829, 3.445, -0.260)  0.00
H (0.787, 4.413, 2.354)  0.00
H (0.258, 6.818, 2.447)  0.00
H (-0.850, 7.915, 0.538)  0.00
H (-1.400, 6.615, -1.494)  0.00
H (-0.843, 4.184, -1.579)  0.00
H (2.145, -2.590, -2.739)  0.00
H (1.975, -3.683, -4.975)  0.00
H (0.802, -2.537, -6.807)  0.00
H (-0.234, -0.332, -6.444)  0.00
H (-0.046, 0.744, -4.179)  0.00
H (3.413, -1.659, -0.856)  0.00
H (5.851, -1.251, -0.590)  0.00
H (6.796, 0.934, -1.218)  0.00
H (5.347, 2.692, -2.170)  0.00
H (2.903, 2.234, -2.462)  0.00
H (-2.307, 0.666, -0.416)  0.00
H (-3.778, 1.125, -2.381)  0.00
H (-3.851, -0.469, -4.252)  0.00
H (-2.462, -2.511, -4.206)  0.00
H (-0.968, -2.929, -2.279)  0.00
H (1.954, -3.034, 0.367)  0.00
H (2.220, -5.406, 1.086)  0.00
H (0.205, -6.789, 1.472)  0.00
H (-2.050, -5.826, 1.099)  0.00
H (-2.277, -3.491, 0.357)  0.00
O (-4.121, -5.718, 1.771)  0.00
C (-4.957, -4.951, 2.210)  0.00
O (-6.127, -4.982, 2.522)  0.00
C (-4.349, -3.470, 2.383)  0.00
C (-4.707, -2.503, 1.459)  0.01
C (-4.130, -1.243, 1.566)  0.02
N (-3.246, -0.965, 2.507)  0.19
C (-2.927, -1.882, 3.403)  0.01
C (-3.472, -3.163, 3.399)  0.01
C (-1.862, -1.493, 4.446)  0.01
O (-1.756, -2.148, 5.461)  0.04
O (-1.162, -0.483, 4.129)  0.07
H (-5.417, -2.720, 0.677)  0.00
H (-4.392, -0.446, 0.880)  0.00
H (-3.180, -3.859, 4.170)  0.00
N (-2.021, 2.113, 3.328)  0.06
C (-2.009, 3.264, 3.593)  0.05
N (-2.175, 4.461, 3.837)  0.06
C (-1.538, 5.484, 4.266)  0.01
N (-1.036, 6.460, 4.621)  0.03

Forces on atoms 1 to 3 (eV/Å):
-0.421 -2.985 -0.078
-0.141 0.840 1.553
0.644 -1.514 -2.540

HOMO level (spin up / spin down)	-7.4 / -7.4	eV
⟨S²⟩	6.025
2S+1	5

2.
# C2H3OPS

A single C2H3OPS molecule at a distorted geometry (ωB97M-V with the def2-TZVPD basis set, the OMol25 dataset).

Each line ends with the Löwdin spin population.
Atoms and positions in Å:
C (-1.065, 0.278, -0.361)  0.05
C (-0.774, 1.410, -0.003)  0.42
O (-0.013, -1.780, 0.931)  0.11
P (0.796, -0.838, 0.228)  0.34
S (1.903, -1.106, -1.425)  0.98
H (-1.641, -0.279, -1.021)  0.01
H (-0.663, 2.187, 0.638)  0.04
H (1.456, 0.127, 1.012)  0.04

Forces on atoms 1 to 3 (eV/Å):
2.529 0.013 -0.381
-1.310 0.223 0.098
-0.643 -3.869 2.309

HOMO level (spin up / spin down)	-6.4 / -10.3	eV
⟨S²⟩	2.022
2S+1	3

3.
# C19H36ClN5O5PS

2 unconnected molecules or ions with the total composition C19H36ClN5O5PS at a distorted geometry (ωB97M-V with the def2-TZVPD basis set, the OMol25 dataset).

Each line ends with the Löwdin charge.
Atoms and positions in Å:
C (4.231, -0.503, 3.703)  -0.11
C (3.437, -1.773, 3.425)  -0.23
C (1.928, -1.728, 3.737)  -0.58
Cl (1.500, -0.613, 5.069)  0.72
C (1.042, -1.431, 2.561)  -0.18
N (0.119, -2.361, 2.125)  0.21
C (-0.559, -1.863, 1.083)  -0.25
C (-1.659, -2.668, 0.477)  -0.08
C (-2.945, -2.513, 1.336)  -0.17
C (-3.624, -1.154, 1.223)  -0.21
C (-4.628, -0.872, 2.345)  -0.20
C (-6.085, -1.058, 1.903)  -0.29
N (-7.033, -0.906, 3.019)  -0.01
N (-0.104, -0.639, 0.795)  -0.01
P (-0.669, 0.542, -0.511)  0.93
N (0.594, 0.337, -1.639)  -0.11
O (-1.939, -0.101, -1.275)  -0.26
C (0.923, -0.348, 1.736)  -0.21
N (1.712, 0.810, 1.887)  0.10
C (2.334, 1.316, 0.671)  -0.47
C (1.966, 2.668, 0.155)  0.00
O (3.113, 0.612, 0.112)  0.13
C (1.143, 1.848, 2.716)  -0.48
C (-0.294, 1.804, 3.139)  0.01
O (1.866, 2.729, 3.054)  0.14
H (3.896, 0.344, 3.117)  0.06
H (5.269, -0.681, 3.438)  0.08
H (4.187, -0.222, 4.748)  0.06
H (3.851, -2.523, 4.093)  0.11
H (3.587, -2.090, 2.398)  0.12
H (1.641, -2.718, 4.077)  0.10
H (-0.019, -3.272, 2.529)  0.19
H (-1.825, -2.431, -0.563)  0.10
H (-1.364, -3.709, 0.576)  0.13
H (-2.621, -2.619, 2.371)  0.11
H (-3.616, -3.333, 1.102)  0.12
H (-2.845, -0.391, 1.268)  0.08
H (-4.067, -1.045, 0.236)  0.11
H (-4.407, -1.451, 3.240)  0.11
H (-4.527, 0.177, 2.618)  0.11
H (-6.231, -2.030, 1.440)  0.11
H (-6.307, -0.261, 1.201)  0.11
H (-6.745, -1.506, 3.784)  0.06
H (-6.915, 0.039, 3.368)  0.06
H (0.202, 0.014, -2.526)  0.01
H (1.194, -0.427, -1.327)  0.05
H (-1.698, -0.828, -1.868)  0.07
H (2.328, 2.785, -0.853)  0.09
H (2.424, 3.403, 0.814)  0.10
H (0.898, 2.846, 0.228)  0.06
H (-0.950, 2.242, 2.390)  0.09
H (-0.638, 0.817, 3.422)  0.06
H (-0.365, 2.421, 4.027)  0.10
C (3.203, 1.646, -6.511)  -0.21
C (2.184, 2.775, -6.717)  -0.21
C (0.785, 2.150, -6.639)  -0.21
S (0.942, 0.710, -5.579)  0.68
O (0.681, -0.476, -6.350)  -0.31
O (0.243, 0.946, -4.330)  -0.36
C (2.705, 0.849, -5.309)  -0.23
H (4.207, 2.032, -6.342)  0.12
H (3.233, 1.006, -7.395)  0.12
H (2.300, 3.518, -5.926)  0.12
H (2.331, 3.283, -7.667)  0.12
H (0.052, 2.827, -6.208)  0.10
H (0.440, 1.803, -7.611)  0.11
H (3.137, -0.146, -5.232)  0.11
H (2.855, 1.397, -4.378)  0.11

Forces on atoms 1 to 3 (eV/Å):
-0.008 0.130 -0.339
0.103 0.419 0.777
0.013 0.043 -0.631

net charge	+1
HOMO level	-11.4	eV

4.
# C22H20F9N7O3Sr

A molecular structure, C22H20F9N7O3Sr at a distorted geometry (ωB97M-V with the def2-TZVPD basis set, the OMol25 dataset).

Each line ends with the Löwdin charge.
Atoms and positions in Å:
Sr (0.486, -0.637, -0.492)  1.61
O (2.662, -2.175, -4.470)  0.06
C (3.951, -1.951, -4.158)  -0.26
C (4.914, -2.336, -5.094)  -0.02
C (6.254, -2.151, -4.834)  -0.09
C (6.670, -1.575, -3.634)  -0.10
C (5.722, -1.184, -2.713)  -0.04
C (4.354, -1.357, -2.950)  -0.08
C (3.355, -0.925, -1.941)  -0.43
O (2.129, -1.261, -2.123)  -0.22
N (3.825, -0.225, -0.919)  0.04
N (2.879, -0.020, 0.040)  -0.12
C (3.219, 0.737, 1.012)  -0.10
C (2.331, 0.901, 2.170)  -0.27
C (2.632, 1.866, 3.130)  -0.02
C (1.826, 1.985, 4.246)  -0.06
C (0.745, 1.128, 4.380)  -0.06
C (0.515, 0.205, 3.373)  -0.16
N (1.271, 0.084, 2.287)  0.06
H (2.137, -1.913, -3.682)  0.06
H (4.572, -2.784, -6.018)  0.12
H (6.987, -2.459, -5.569)  0.10
H (7.723, -1.434, -3.428)  0.09
H (6.014, -0.726, -1.779)  0.10
H (4.189, 1.230, 1.015)  0.12
H (3.491, 2.509, 2.988)  0.11
H (2.042, 2.729, 5.002)  0.11
H (0.094, 1.164, 5.242)  0.10
H (-0.324, -0.480, 3.443)  0.09
C (-3.646, 2.589, 4.235)  -0.07
C (-4.416, 1.306, 3.943)  -0.41
C (-3.807, 0.114, 4.675)  -0.07
C (-4.552, 1.034, 2.442)  -0.10
N (-3.297, 0.628, 1.819)  -0.08
C (-2.832, -0.586, 1.511)  -0.13
N (-1.629, -0.453, 1.014)  -0.06
N (-1.376, 0.875, 1.012)  -0.04
N (-2.358, 1.529, 1.492)  0.11
H (-3.606, 2.765, 5.310)  0.08
H (-4.118, 3.454, 3.767)  0.08
H (-2.621, 2.530, 3.864)  0.06
H (-5.446, 1.434, 4.293)  0.14
H (-2.755, -0.013, 4.406)  0.06
H (-4.331, -0.818, 4.452)  0.08
H (-3.848, 0.269, 5.753)  0.08
H (-4.895, 1.916, 1.904)  0.13
H (-5.262, 0.227, 2.258)  0.13
H (-3.381, -1.502, 1.640)  0.15
F (-3.439, -1.038, -1.383)  0.13
C (-3.182, -0.095, -2.325)  -0.54
F (-3.339, 1.083, -1.720)  0.16
F (-4.137, -0.206, -3.255)  0.17
C (-1.720, -0.250, -2.870)  -0.36
O (-0.847, 0.260, -2.007)  -0.34
C (-1.624, 0.470, -4.253)  -0.55
F (-2.240, -0.206, -5.239)  0.16
F (-2.192, 1.683, -4.177)  0.17
F (-0.355, 0.639, -4.608)  0.18
C (-1.439, -1.778, -3.099)  -0.53
F (-0.412, -1.978, -3.916)  0.19
F (-1.080, -2.350, -1.905)  0.07
F (-2.479, -2.473, -3.558)  0.18

Forces on atoms 1 to 3 (eV/Å):
0.322 -0.333 0.888
0.063 -0.044 -0.023
-0.045 -0.049 -0.006

HOMO level	-7.6	eV